Entry 1:
Here is a structure of composition C40H40ClN2OP2RuS from OMol25. Energies are from ωB97M-V/def2-TZVPD.

Last column: Mulliken spin population.
Positions of all 88 atoms, in Å:
Ru: 0.229 0.749 -0.078  0.97
C: 5.356 5.504 3.767  0.00
S: 3.800 4.951 4.500  0.00
C: 4.157 3.186 4.770  0.00
C: 3.219 2.257 4.000  0.00
C: 3.388 2.397 2.496  0.00
N: 2.288 1.807 1.702  0.03
P: 2.465 0.696 0.416  0.06
C: 4.008 -0.194 0.522  0.02
C: 4.195 -1.186 1.490  0.01
C: 5.420 -1.828 1.580  0.00
C: 6.451 -1.486 0.714  0.00
C: 6.266 -0.499 -0.246  0.00
C: 5.045 0.149 -0.346  0.00
C: 2.367 1.527 -1.205  -0.05
C: 2.544 2.886 -1.479  0.00
C: 2.317 3.357 -2.759  -0.01
C: 1.913 2.484 -3.773  0.00
C: 1.759 1.130 -3.522  0.01
C: 1.994 0.645 -2.241  0.02
P: 0.620 1.490 2.016  -0.14
C: 0.467 0.339 3.401  0.01
C: 0.777 -1.007 3.228  0.00
C: 0.749 -1.881 4.303  0.00
C: 0.403 -1.418 5.566  0.00
C: 0.094 -0.078 5.751  0.00
C: 0.130 0.800 4.676  0.00
C: -0.192 2.979 2.599  0.01
C: 0.474 4.185 2.782  0.00
C: -0.218 5.298 3.238  0.00
C: -1.582 5.223 3.474  0.00
C: -2.261 4.025 3.266  0.00
C: -1.569 2.905 2.836  0.00
H: 5.253 6.571 3.575  0.00
H: 5.566 4.995 2.826  0.00
H: 6.182 5.359 4.460  0.00
H: 4.068 2.983 5.836  0.00
H: 5.198 3.002 4.500  0.00
H: 2.192 2.473 4.302  0.00
H: 3.416 1.220 4.289  0.00
H: 4.305 1.879 2.204  0.00
H: 3.502 3.446 2.223  0.00
H: 3.401 -1.451 2.173  0.00
H: 5.571 -2.599 2.325  0.00
H: 7.405 -1.993 0.786  0.00
H: 7.072 -0.238 -0.920  0.00
H: 4.900 0.911 -1.102  0.00
H: 2.864 3.563 -0.694  0.00
H: 2.463 4.407 -2.981  0.00
H: 1.735 2.870 -4.770  0.00
H: 1.469 0.453 -4.314  0.00
H: 1.935 -0.418 -2.039  0.00
H: 1.041 -1.372 2.247  -0.01
H: 0.992 -2.927 4.157  0.00
H: 0.374 -2.103 6.404  0.00
H: -0.173 0.287 6.735  0.00
H: -0.101 1.844 4.839  0.00
H: 1.542 4.266 2.623  0.00
H: 0.320 6.221 3.420  0.00
H: -2.118 6.092 3.837  0.00
H: -3.324 3.958 3.465  0.00
H: -2.102 1.967 2.707  0.00
O: -0.995 2.090 -1.107  0.03
N: -1.475 3.293 -0.769  0.00
C: -0.643 4.294 -0.452  0.01
C: -1.141 5.561 -0.241  0.00
C: -2.503 5.789 -0.344  0.00
C: -3.341 4.729 -0.656  0.00
C: -2.803 3.482 -0.872  0.00
H: 0.400 4.023 -0.402  -0.01
H: -0.452 6.357 0.003  0.00
H: -2.909 6.779 -0.184  0.00
H: -4.410 4.859 -0.746  0.00
H: -3.366 2.605 -1.151  0.00
Cl: 0.835 -4.094 -3.392  0.00
C: 0.110 -2.993 -2.295  0.02
C: -0.566 -1.888 -2.792  0.01
C: -1.143 -0.995 -1.909  0.04
C: -1.057 -1.194 -0.517  0.01
C: -1.570 -0.175 0.409  -0.08
C: -0.385 -2.336 -0.051  0.00
C: 0.197 -3.230 -0.929  -0.01
H: -0.648 -1.747 -3.862  0.00
H: -1.689 -0.138 -2.287  0.00
H: -1.746 -0.506 1.428  0.00
H: -2.374 0.432 0.013  0.01
H: -0.368 -2.533 1.010  0.01
H: 0.704 -4.116 -0.572  0.00

**Frontier orbital gap (spin up / spin down)**: 6.8925 / 6.4656 eV
**2S+1**: 2
**Charge**: +2
**Energy relative to the best compared isomer or geometry (same formula, charge and spin)**: 22.3 kcal/mol



Entry 2:
Here is a structure of composition C52H28F9N7ORe from OMol25. Energies are from ωB97M-V/def2-TZVPD.

Last column: Mulliken spin population.
Positions of all 98 atoms, in Å:
Re: 0.078 0.169 0.066  0.81
C: -5.023 2.728 -5.105  0.00
C: -3.990 3.524 -4.631  0.00
C: -3.091 3.016 -3.705  0.00
C: -3.222 1.710 -3.243  0.00
C: -4.260 0.917 -3.720  0.00
C: -5.156 1.424 -4.649  0.00
C: -2.245 1.173 -2.252  0.01
C: -0.945 0.946 -2.719  0.00
C: -0.526 1.058 -4.085  0.00
C: 0.788 0.711 -4.132  0.03
C: 1.187 0.399 -2.795  -0.01
N: 0.125 0.541 -1.964  -0.01
C: 2.502 0.071 -2.390  0.02
C: 2.915 -0.105 -1.084  -0.02
C: 4.269 -0.330 -0.652  0.04
C: 4.260 -0.414 0.698  -0.02
C: 2.894 -0.282 1.135  0.06
C: 2.458 -0.417 2.452  0.00
C: 3.488 -0.653 3.507  -0.01
C: 3.785 0.338 4.437  0.00
C: 4.730 0.113 5.427  0.00
C: 5.387 -1.107 5.498  0.00
C: 5.095 -2.101 4.575  0.00
C: 4.149 -1.876 3.586  0.00
C: 1.122 -0.403 2.864  0.05
N: 0.033 -0.159 2.073  -0.03
C: -1.096 -0.261 2.875  -0.02
C: -2.396 -0.020 2.476  0.03
C: -3.479 -0.161 3.490  0.00
C: -4.437 -1.160 3.351  0.00
C: -5.451 -1.298 4.287  0.00
C: -5.521 -0.432 5.369  0.00
C: -4.573 0.571 5.511  0.00
C: -3.556 0.706 4.577  0.00
C: -2.791 0.373 1.175  -0.01
C: -4.106 0.795 0.806  0.02
C: -4.055 1.163 -0.504  0.00
C: -2.713 0.948 -0.951  0.01
N: -1.970 0.473 0.099  0.00
C: -0.678 -0.628 4.201  0.04
C: 0.672 -0.701 4.200  -0.01
N: 2.099 -0.081 0.039  -0.02
C: 3.518 -0.075 -3.473  0.00
C: 3.452 -1.167 -4.334  0.00
C: 4.390 -1.322 -5.343  0.00
C: 5.399 -0.383 -5.505  0.00
C: 5.467 0.710 -4.654  0.00
C: 4.531 0.864 -3.642  0.00
H: -5.722 3.123 -5.830  0.00
H: -3.882 4.542 -4.979  0.00
H: -2.284 3.634 -3.332  0.00
H: -4.358 -0.102 -3.367  0.00
H: -5.957 0.800 -5.022  0.00
H: -1.156 1.362 -4.904  0.00
H: 1.428 0.683 -4.998  0.00
H: 5.123 -0.416 -1.300  0.00
H: 5.106 -0.556 1.348  0.00
H: 3.273 1.290 4.377  0.00
H: 4.955 0.894 6.141  0.00
H: 6.124 -1.282 6.270  0.00
H: 5.599 -3.057 4.628  0.00
H: 3.912 -2.655 2.872  0.00
H: -4.379 -1.837 2.507  0.00
H: -6.187 -2.083 4.170  0.00
H: -6.313 -0.535 6.099  0.00
H: -4.625 1.256 6.347  0.00
H: -2.826 1.499 4.679  0.00
H: -4.956 0.832 1.465  0.00
H: -4.853 1.563 -1.105  0.00
H: -1.341 -0.819 5.028  0.00
H: 1.316 -0.950 5.026  0.00
H: 2.665 -1.899 -4.200  0.00
H: 4.331 -2.178 -6.002  0.00
H: 6.130 -0.503 -6.294  0.00
H: 6.246 1.450 -4.780  0.00
H: 4.573 1.723 -2.985  0.00
N: 0.244 2.110 0.317  -0.09
C: 0.051 3.263 0.202  0.12
C: -0.175 4.590 0.074  0.00
C: -1.086 5.226 0.965  0.01
N: -1.816 5.733 1.695  0.00
C: 0.469 5.312 -0.971  0.01
N: 0.983 5.894 -1.820  0.00
F: -0.364 -4.748 -2.034  0.00
C: -0.622 -3.452 -1.834  0.00
F: -1.916 -3.241 -2.095  0.00
F: 0.087 -2.749 -2.717  0.00
C: -0.280 -2.983 -0.378  0.02
O: -0.272 -1.635 -0.394  -0.01
C: -1.375 -3.490 0.612  -0.01
F: -0.964 -3.364 1.878  0.00
F: -2.487 -2.769 0.478  0.00
F: -1.682 -4.775 0.400  0.00
C: 1.114 -3.533 0.036  0.00
F: 1.547 -2.935 1.147  0.00
F: 1.078 -4.849 0.262  0.00
F: 2.010 -3.294 -0.925  0.00

**Frontier orbital gap (spin up / spin down)**: 5.1938 / 5.3726 eV
**2S+1**: 2



Entry 3:
Here is a structure of composition C20H22N2O4PdS2Sb2Se from OMol25. Energies are from ωB97M-V/def2-TZVPD.

Last column: Mulliken spin population.
Positions of all 54 atoms, in Å:
Pd: 0.650 -1.806 -0.252  1.06
C: 2.510 1.974 3.583  0.00
Sb: 2.400 0.361 2.111  0.01
C: 4.547 0.257 2.025  0.00
C: 2.305 1.748 0.425  -0.01
C: 0.953 2.297 0.072  0.00
C: 0.257 3.012 1.050  0.01
C: -0.984 3.574 0.823  0.00
C: -1.573 3.438 -0.422  0.00
C: -0.902 2.745 -1.411  0.00
C: 0.352 2.164 -1.200  -0.01
C: 0.970 1.420 -2.348  0.03
Sb: 0.291 -0.628 -2.528  0.19
C: -1.649 -0.169 -3.372  0.06
C: 1.291 -1.211 -4.315  0.07
H: 1.536 2.235 3.994  0.00
H: 2.960 2.855 3.122  0.00
H: 3.153 1.641 4.401  0.00
H: 4.958 1.266 1.949  0.00
H: 4.856 -0.347 1.171  0.00
H: 4.902 -0.207 2.947  0.00
H: 2.764 1.190 -0.382  0.00
H: 2.974 2.564 0.719  0.00
H: 0.714 3.117 2.028  0.00
H: -1.493 4.105 1.619  0.00
H: -2.551 3.860 -0.620  0.00
H: -1.360 2.633 -2.388  0.00
H: 2.050 1.349 -2.288  0.00
H: 0.693 1.895 -3.294  0.01
H: -1.557 0.605 -4.136  0.00
H: -2.307 0.172 -2.574  0.00
H: -2.069 -1.070 -3.819  0.00
H: 1.451 -0.349 -4.965  0.00
H: 0.663 -1.940 -4.829  0.00
H: 2.234 -1.672 -4.021  -0.01
S: -0.846 -3.607 0.238  0.28
C: -2.234 -2.842 0.910  0.00
C: -3.311 -3.628 1.328  0.00
C: -4.464 -3.082 1.869  0.00
C: -5.535 -3.946 2.273  0.00
N: -6.383 -4.655 2.597  0.00
C: -4.565 -1.685 2.004  0.00
C: -3.500 -0.891 1.597  -0.02
C: -2.327 -1.430 1.061  0.03
S: -1.051 -0.327 0.602  0.25
C: -5.740 -1.073 2.549  0.00
N: -6.686 -0.577 2.979  0.00
H: -3.240 -4.703 1.221  -0.01
H: -3.578 0.184 1.698  -0.01
O: 3.508 -2.955 -2.619  0.00
Se: 3.559 -2.208 -1.178  -0.02
O: 2.665 -0.773 -1.324  0.05
O: 2.683 -3.009 -0.003  0.04
O: 5.060 -1.875 -0.677  0.01

**Frontier orbital gap (spin up / spin down)**: 6.3837 / 6.2692 eV
**2S+1**: 3
**Charge**: -2
**Energy relative to the best compared isomer or geometry (same formula, charge and spin)**: 5.4 kcal/mol



Entry 4:
Here is a structure of composition C2Cs7FO10P from OMol25. Energies are from ωB97M-V/def2-TZVPD.

Last column: Mulliken charge in e.
Positions of all 21 atoms, in Å:
Cs: -3.064 3.012 -0.488  1.13
Cs: 1.320 3.384 1.881  0.85
Cs: 0.864 3.520 -3.177  0.18
Cs: 5.072 -0.940 -0.080  0.92
Cs: 1.363 -1.647 3.705  1.10
Cs: -0.583 -1.591 -2.699  0.94
Cs: -0.536 0.511 1.193  1.71
F: -1.595 3.007 1.685  -0.95
C: -2.840 -3.553 0.315  0.47
O: -2.266 -2.874 -0.640  -0.70
O: -2.851 -3.273 1.566  -0.78
O: -3.345 -4.624 -0.192  -0.79
C: -1.548 1.253 -2.965  0.22
O: -2.624 0.483 -3.137  -0.71
O: -1.022 1.908 -3.934  -0.79
O: -1.083 1.439 -1.775  -0.80
P: 2.987 0.004 1.771  0.49
O: 1.912 0.631 2.707  -1.07
O: 3.320 1.184 0.832  -0.85
O: 2.324 -1.195 1.074  -0.72
O: 4.195 -0.639 2.358  -0.86

**Frontier orbital gap**: 0.7873 eV
**Charge**: -1



Entry 5:
Here is a cluster of 2 separate species, CH9N5O3 in total from OMol25. Energies are from ωB97M-V/def2-TZVPD.

Last column: natural (NBO) charge in e.
Positions of all 18 atoms, in Å:
C: 1.020 0.919 -0.419  0.79
N: -1.898 2.236 1.383  -0.48
N: 0.465 -0.222 -0.910  -0.46
N: -0.033 1.824 0.274  -0.45
N: 1.361 -1.180 -1.425  -0.58
N: -1.061 1.352 1.018  0.55
O: 2.097 1.396 -0.543  -0.44
O: -0.137 -2.813 0.158  -1.00
O: -1.120 0.179 1.272  -0.32
H: -2.608 1.870 1.926  0.45
H: -2.045 3.135 0.720  0.48
H: -0.429 -0.714 -0.615  0.47
H: 0.193 2.799 0.242  0.46
H: 0.891 -2.044 -0.906  0.49
H: 1.554 -1.483 -2.408  0.47
H: 2.379 -1.124 -1.134  0.47
H: -0.617 -2.350 0.958  0.53
H: -0.013 -3.780 0.408  0.55

**Frontier orbital gap**: 10.5604 eV
**Charge**: +2
**Energy relative to the best compared isomer or geometry (same formula, charge and spin)**: 0.0 kcal/mol



Entry 6:
Here is the ion C5H8N5 with charge +1 from OMol25. Energies are from ωB97M-V/def2-TZVPD.

Last column: natural (NBO) charge in e.
Positions of all 18 atoms, in Å:
C: -1.083 1.570 0.331  -0.08
C: -0.346 1.426 -0.752  -0.09
C: 1.202 -0.017 -2.190  0.22
C: -1.327 0.439 1.305  0.38
C: 1.449 -1.660 -0.755  -0.18
N: 1.750 -1.113 -2.049  -0.28
N: -2.487 -0.027 1.196  -0.60
N: -0.233 -0.057 2.075  -0.81
N: 0.390 0.240 -0.882  -0.05
N: 0.697 -0.650 -0.058  0.04
H: -1.861 2.243 0.283  0.26
H: -0.031 2.070 -1.610  0.25
H: 1.015 0.565 -3.015  0.24
H: 1.089 -2.660 -0.861  0.30
H: 2.271 -1.736 -0.033  0.29
H: -2.599 -0.790 1.866  0.36
H: -0.434 -0.442 2.909  0.39
H: 0.540 0.597 2.241  0.38

**Frontier orbital gap**: 7.3473 eV
**Charge**: +1
**SMILES**: [H]/N=C(N)/C=C\[N+]1=NCN=C1
**Energy relative to the best compared isomer or geometry (same formula, charge and spin)**: 82.4 kcal/mol



| no. | F_max (eV/Å) | electronic energy (eV) |
| --- | --- | --- |
| 1 | 0.83 | -91660.38448 |
| 2 | 0.66 | -93446.95626 |
| 3 | 0.61 | -135838.33355 |
| 4 | 4.17 | -38398.03930 |
| 5 | 4.71 | -14753.57970 |
| 6 | 4.11 | -12754.10530 |